The following is a DFT calculation (ωB97M-V/def2-TZVPD) of C33H39N3PPtTe as an isolated structure.

Element x y z (Å)
Pt 0.806 0.736 0.607
C -2.573 -4.286 -2.780
C -1.814 -3.565 -3.848
C -1.846 -3.967 -5.161
C -1.133 -3.275 -6.142
C -0.338 -2.143 -5.816
C -0.280 -1.698 -4.535
C -1.020 -2.392 -3.524
N -0.981 -2.038 -2.225
C -0.489 -0.855 -1.610
N -0.698 0.263 -2.305
C -0.279 1.607 -2.078
C 0.428 2.001 -0.945
C 0.810 3.345 -0.818
C 0.472 4.261 -1.791
C -0.258 3.846 -2.904
C -0.648 2.528 -3.070
C -1.446 2.111 -4.280
N 0.001 -0.945 -0.409
C 0.389 -2.251 0.086
C 1.376 -2.962 -0.595
C 1.797 -4.198 -0.131
C 1.228 -4.719 1.024
C 0.250 -4.002 1.697
C -0.191 -2.757 1.249
C -1.247 -2.011 2.022
H -3.204 -5.056 -3.213
H -3.211 -3.609 -2.208
H -1.892 -4.787 -2.081
H -2.439 -4.828 -5.439
H -1.176 -3.612 -7.170
H 0.238 -1.655 -6.590
H 0.357 -0.866 -4.271
H -1.265 -2.745 -1.554
H -1.265 0.154 -3.135
H 1.380 3.670 0.044
H 0.769 5.297 -1.695
H -0.528 4.567 -3.665
H -1.649 2.968 -4.917
H -2.419 1.690 -4.006
H -0.910 1.383 -4.897
H 1.831 -2.531 -1.481
H 2.565 -4.746 -0.660
H 1.544 -5.683 1.400
H -0.192 -4.418 2.594
H -1.795 -2.686 2.677
H -1.965 -1.520 1.363
H -0.788 -1.248 2.658
C -1.751 1.317 4.027
Te -1.400 1.741 1.969
C -0.480 3.530 2.643
C -1.077 3.743 4.017
C -0.995 4.990 4.628
C -1.533 5.173 5.891
C -2.164 4.122 6.541
C -2.254 2.880 5.932
C -1.700 2.687 4.671
H -0.986 0.629 4.386
H -2.724 0.832 4.088
H -0.708 4.321 1.931
H 0.599 3.363 2.656
H -0.522 5.818 4.116
H -1.472 6.144 6.365
H -2.596 4.271 7.521
H -2.757 2.065 6.437
C 3.890 1.419 2.112
P 3.005 0.161 1.179
C 3.197 -1.371 2.108
C 3.891 -0.020 -0.385
H 4.926 1.083 2.209
H 3.462 1.544 3.105
H 3.875 2.373 1.585
H 4.244 -1.677 2.048
H 2.564 -2.161 1.709
H 2.939 -1.198 3.154
H 4.870 -0.467 -0.202
H 4.025 0.964 -0.836
H 3.333 -0.650 -1.075

Total charge = +3
Largest force on an atom = 0.5 eV/Å
E_HOMO (alpha / beta) = -15.69 / -15.76 eV
Spin multiplicity = 5
ΔE to the lowest compared entry with this formula, charge and spin = 0.0 kcal/mol
<S²> = 6.04
LUMO energy (alpha / beta) = -7.93 / -11.28 eV
Electronic energy = -59126.7269 eV
Frontier orbital gap (alpha / beta) = 7.7545 / 4.4767 eV

---

The following is a DFT calculation (ωB97M-V/def2-TZVPD) of a 2-piece molecular cluster, C12H17N overall.

Element x y z (Å)
C -1.327 3.354 0.758
C -2.313 -0.238 0.528
C -1.297 0.760 0.551
C -1.936 1.994 0.809
C -3.282 1.759 1.031
C -0.683 -1.929 -0.075
C -2.044 -1.528 0.129
C 0.323 -0.989 0.101
C 0.062 0.331 0.481
N -3.551 0.361 0.814
H -0.422 -2.947 -0.289
H -2.850 -2.254 0.075
H 1.335 -1.254 -0.181
H 0.860 1.050 0.636
H -4.042 -0.091 1.570
H -4.091 2.375 1.370
H -0.518 3.467 0.028
H -0.840 3.643 1.691
H -2.085 4.112 0.580
C 4.484 -1.665 -1.733
C 4.154 -0.325 -2.384
C 4.293 -1.679 -0.229
H 3.830 -2.353 -2.240
H 5.459 -2.017 -2.067
H 4.405 0.565 -1.801
H 3.129 -0.217 -2.751
H 4.894 -0.861 0.181
H 3.263 -1.408 -0.014
H 4.694 -0.194 -3.330
H 4.608 -2.599 0.256

Total charge = -1
Largest force on an atom = 1.3 eV/Å
E_HOMO (alpha / beta) = 0.58 / -2.85 eV
Spin multiplicity = 2
ΔE to the lowest compared entry with this formula, charge and spin = 11.5 kcal/mol
<S²> = 0.78
LUMO energy (alpha / beta) = 3.31 / 3.30 eV
Electronic energy = -14208.5367 eV
Frontier orbital gap (alpha / beta) = 2.7298 / 6.1446 eV

---

The following is a DFT calculation (ωB97M-V/def2-TZVPD) of the molecule C6H8.

Element x y z (Å)
C -1.431 0.246 0.233
C -0.581 1.244 -0.064
C 0.746 0.722 -0.432
C 1.513 -0.067 0.639
C 0.627 -0.786 -0.404
C -0.909 -1.108 -0.025
H -2.539 0.338 0.517
H -0.788 2.294 0.026
H 1.375 1.036 -1.253
H 2.567 -0.170 0.538
H 1.015 -0.092 1.631
H 1.152 -1.527 -1.070
H -1.019 -1.851 0.797
H -1.553 -1.535 -0.871

Largest force on an atom = 2.9 eV/Å
E_HOMO = -8.82 eV
ΔE to the lowest compared entry with this formula, charge and spin = 23.8 kcal/mol
LUMO energy = 1.24 eV
Electronic energy = -6349.7498 eV
SMILES string = C1=C[C@H]2C[C@H]2C1
Frontier orbital gap = 10.0587 eV

---

Copy entry 3 word for word.
The following is a DFT calculation (ωB97M-V/def2-TZVPD) of the molecule C6H8.

Element x y z (Å)
C -1.431 0.246 0.233
C -0.581 1.244 -0.064
C 0.746 0.722 -0.432
C 1.513 -0.067 0.639
C 0.627 -0.786 -0.404
C -0.909 -1.108 -0.025
H -2.539 0.338 0.517
H -0.788 2.294 0.026
H 1.375 1.036 -1.253
H 2.567 -0.170 0.538
H 1.015 -0.092 1.631
H 1.152 -1.527 -1.070
H -1.019 -1.851 0.797
H -1.553 -1.535 -0.871

Largest force on an atom = 2.9 eV/Å
E_HOMO = -8.82 eV
ΔE to the lowest compared entry with this formula, charge and spin = 23.8 kcal/mol
LUMO energy = 1.24 eV
Electronic energy = -6349.7498 eV
SMILES string = C1=C[C@H]2C[C@H]2C1
Frontier orbital gap = 10.0587 eV

---

The highest largest force on an atom belongs to which entry?
C6H8

---

Among the records above, which one has the lowest largest force on an atom?
C33H39N3PPtTe

---

Which of these has the highest electronic energy?
C6H8